No. 1
{
  "formula": "C2H3NOS2",
  "method": "ωB97M-V with the def2-TZVPD basis set",
  "lumo_ha": -0.018,
  "total_energy_ev": -27329.452,
  "e_above_lowest_kj_mol": 127.9,
  "largest_force_ev_per_a": 2.0,
  "smiles": "O=C(S)/C=N\\S",
  "multiplicity": 1,
  "species": ["O", "C", "S", "C", "N", "S", "H", "H", "H"],
  "xyz": [[-0.22240, -1.49574, -0.04795], [-0.75098, -0.40108, -0.04198], [-2.45147, -0.01304, 0.02870], [0.00532, 0.83030, -0.11723], [1.28278, 0.91119, 0.00596], [2.22051, -0.47000, -0.01290], [-2.84479, -1.34618, -0.03243], [-0.55525, 1.73823, -0.11877], [3.31627, 0.24633, 0.33658]]
}


No. 2
{
  "formula": "C2H3NOS2",
  "method": "ωB97M-V with the def2-TZVPD basis set",
  "lumo_ha": [0.023, -0.062],
  "total_energy_ev": -27326.741,
  "e_above_lowest_kj_mol": 95.8,
  "largest_force_ev_per_a": 3.4,
  "multiplicity": 3,
  "species": ["C", "C", "N", "O", "S", "S", "H", "H", "H"],
  "xyz": [[-1.43538, 0.66374, 0.80683], [0.80885, -0.14074, -0.93500], [-1.98304, -0.39579, 0.68737], [1.62986, -1.45738, 1.32528], [0.05454, 1.31706, -0.05186], [1.14104, -1.69785, 0.00199], [-1.91904, 1.56688, 1.19327], [0.09317, -0.42720, -1.70966], [1.61000, 0.57127, -1.31823]]
}


No. 3
{
  "formula": "C2H3NOS2",
  "method": "ωB97M-V with the def2-TZVPD basis set",
  "lumo_ha": [0.022, -0.104],
  "total_energy_ev": -27327.347,
  "e_above_lowest_kj_mol": 37.3,
  "largest_force_ev_per_a": 2.8,
  "multiplicity": 3,
  "species": ["C", "C", "N", "O", "S", "S", "H", "H", "H"],
  "xyz": [[1.97958, 1.29183, 0.16883], [-0.83547, -1.07509, -0.35307], [1.01145, 1.81717, 0.62043], [2.75971, 0.62903, -0.36615], [-1.80263, -0.03750, 0.47288], [-1.89180, 1.66635, -0.42543], [-0.32209, -0.78662, -1.24995], [-0.71943, -2.06123, 0.05140], [0.81499, 2.60807, 1.19094]]
}


No. 4
{
  "formula": "C2H3NOS3",
  "method": "ωB97M-V with the def2-TZVPD basis set",
  "lumo_ha": -0.093,
  "total_energy_ev": -38162.655,
  "e_above_lowest_kj_mol": 265.3,
  "largest_force_ev_per_a": 4.4,
  "multiplicity": 1,
  "species": ["C", "C", "N", "O", "S", "S", "S", "H", "H", "H"],
  "xyz": [[0.25017, 0.20213, -0.07473], [1.69156, 0.20095, 0.04515], [-0.51236, -0.64232, 0.46480], [-2.37726, -1.95282, -0.54275], [-0.32539, 1.77531, -0.78317], [-2.89243, 1.05166, -0.20199], [-2.17193, -1.01541, 0.52458], [2.17333, -0.83390, -0.16662], [1.90189, 0.23026, 1.04201], [2.26241, 0.98416, -0.30730]]
}


No. 5
{
  "formula": "C2H3NP2",
  "method": "ωB97M-V with the def2-TZVPD basis set",
  "lumo_ha": -0.011,
  "total_energy_ev": -22188.118,
  "e_above_lowest_kj_mol": 71.9,
  "largest_force_ev_per_a": 3.6,
  "smiles": "C1=[PH]=CP=N1",
  "multiplicity": 1,
  "species": ["C", "P", "C", "P", "N", "H", "H", "H"],
  "xyz": [[-1.39298, -0.58036, -0.38252], [-0.01928, 0.65786, -0.46890], [1.18321, -0.73323, -0.54991], [0.48081, -2.28016, -0.79849], [-1.12819, -1.78124, -0.59068], [-2.50815, -0.41392, -0.23606], [0.03002, 0.75128, 0.81858], [2.29752, -0.31791, -0.62108]]
}


No. 6
{
  "formula": "C2H3NP2",
  "method": "ωB97M-V with the def2-TZVPD basis set",
  "lumo_ha": -0.050,
  "total_energy_ev": -22187.523,
  "e_above_lowest_kj_mol": 129.3,
  "largest_force_ev_per_a": 6.4,
  "multiplicity": 1,
  "species": ["C", "C", "N", "P", "P", "H", "H", "H"],
  "xyz": [[1.86779, 0.02363, -0.19517], [0.35116, -0.70855, 0.17528], [2.77789, 0.60945, -0.52392], [-2.12170, 0.56516, -0.72872], [-0.72383, 0.67066, 0.78144], [-0.13429, -1.45755, -0.42831], [0.87912, -1.21693, 1.05079], [-2.89615, 1.51414, -0.13139]]
}


No. 7
{
  "formula": "C2H3NP2",
  "method": "ωB97M-V with the def2-TZVPD basis set",
  "lumo_ha": 0.000,
  "total_energy_ev": -22187.325,
  "e_above_lowest_kj_mol": 148.4,
  "largest_force_ev_per_a": 5.3,
  "smiles": "C1=NC=P#[PH]1",
  "multiplicity": 1,
  "species": ["C", "N", "C", "P", "P", "H", "H", "H"],
  "xyz": [[1.10294, -0.40037, -0.15412], [1.01267, 0.84901, -0.41933], [-0.63704, 1.36564, -0.02742], [-1.78703, 0.25490, 0.20866], [-0.46335, -1.40598, -0.05073], [2.06302, -0.90823, -0.41079], [-0.70574, 2.40585, -0.32536], [-0.58547, -2.16082, 1.17910]]
}


No. 8
{
  "formula": "C2H3NP2",
  "method": "ωB97M-V with the def2-TZVPD basis set",
  "lumo_ha": [-0.085, -0.085],
  "total_energy_ev": -22183.637,
  "e_above_lowest_kj_mol": 504.2,
  "largest_force_ev_per_a": 3.8,
  "multiplicity": 1,
  "species": ["C", "C", "N", "P", "P", "H", "H", "H"],
  "xyz": [[2.65825, -0.69539, -0.01899], [0.44495, 0.65304, 0.18308], [3.18986, -1.72172, 0.04434], [1.33166, 1.99574, -0.04939], [-0.68506, -0.63852, -0.11209], [0.23047, 2.78122, 0.13574], [0.09072, -1.47873, -0.89914], [-0.40242, -1.33508, 0.92904]]
}


No. 9
{
  "formula": "C2H3NP2",
  "method": "ωB97M-V with the def2-TZVPD basis set",
  "lumo_ha": [-0.036, -0.040],
  "total_energy_ev": -22183.994,
  "e_above_lowest_kj_mol": 469.8,
  "largest_force_ev_per_a": 5.3,
  "multiplicity": 1,
  "species": ["C", "C", "N", "P", "P", "H", "H", "H"],
  "xyz": [[0.88011, -0.12998, -1.11628], [-0.46364, 1.60813, 1.62661], [1.68599, 0.50462, -0.56774], [-1.43575, 0.48881, 1.09131], [-0.96662, -0.52867, -0.78388], [0.83708, -0.64263, -2.07912], [-0.23794, 2.58529, 2.21587], [-0.90974, -2.00416, -0.68310]]
}


No. 10
{
  "formula": "C2H3NP2",
  "method": "ωB97M-V with the def2-TZVPD basis set",
  "lumo_ha": [0.015, -0.094],
  "total_energy_ev": -22185.262,
  "e_above_lowest_kj_mol": 82.9,
  "largest_force_ev_per_a": 2.4,
  "multiplicity": 3,
  "species": ["C", "C", "N", "P", "P", "H", "H", "H"],
  "xyz": [[-1.37187, -0.07455, 0.12784], [1.05573, 1.34170, 0.14379], [-2.50593, -0.19042, 0.08157], [0.86102, -2.21729, 0.15043], [0.35506, -0.16151, 0.04124], [1.97731, 1.59983, -0.26800], [0.25224, 2.00787, -0.12572], [-0.62356, -2.30563, -0.15116]]
}


No. 11
{
  "formula": "C2H3NS",
  "method": "ωB97M-V with the def2-TZVPD basis set",
  "lumo_ha": [-0.053, -0.065],
  "total_energy_ev": -14444.384,
  "e_above_lowest_kj_mol": 297.6,
  "largest_force_ev_per_a": 1.6,
  "multiplicity": 1,
  "species": ["C", "C", "N", "S", "H", "H", "H"],
  "xyz": [[-0.50382, -0.17433, -0.06271], [-1.82724, -0.35283, 0.18138], [0.59377, -0.00209, -0.42673], [3.33564, 0.06339, 0.17671], [-2.47366, 0.49971, 0.28297], [-2.25672, -1.33467, 0.10728], [3.13203, 1.30081, -0.25891]]
}


No. 12
{
  "formula": "C2H3NS2",
  "method": "ωB97M-V with the def2-TZVPD basis set",
  "lumo_ha": [-0.031, -0.031],
  "total_energy_ev": -25280.775,
  "e_above_lowest_kj_mol": 173.2,
  "largest_force_ev_per_a": 2.4,
  "multiplicity": 1,
  "species": ["C", "C", "N", "S", "S", "H", "H", "H"],
  "xyz": [[0.71810, -1.65871, 0.07074], [-0.30745, 0.89265, -0.12110], [1.83435, -1.10952, 0.01569], [-0.81551, -0.74052, -0.21384], [2.24656, 0.40901, -0.10207], [0.57312, -2.71922, 0.16409], [-0.47118, 1.50120, -0.99345], [-0.31338, 1.37257, 0.84239]]
}


Copy entry 6 word for word.
{
  "formula": "C2H3NP2",
  "method": "ωB97M-V with the def2-TZVPD basis set",
  "lumo_ha": -0.050,
  "total_energy_ev": -22187.523,
  "e_above_lowest_kj_mol": 129.3,
  "largest_force_ev_per_a": 6.4,
  "multiplicity": 1,
  "species": ["C", "C", "N", "P", "P", "H", "H", "H"],
  "xyz": [[1.86779, 0.02363, -0.19517], [0.35116, -0.70855, 0.17528], [2.77789, 0.60945, -0.52392], [-2.12170, 0.56516, -0.72872], [-0.72383, 0.67066, 0.78144], [-0.13429, -1.45755, -0.42831], [0.87912, -1.21693, 1.05079], [-2.89615, 1.51414, -0.13139]]
}


Repeat the second record exactly.
{
  "formula": "C2H3NOS2",
  "method": "ωB97M-V with the def2-TZVPD basis set",
  "lumo_ha": [0.023, -0.062],
  "total_energy_ev": -27326.741,
  "e_above_lowest_kj_mol": 95.8,
  "largest_force_ev_per_a": 3.4,
  "multiplicity": 3,
  "species": ["C", "C", "N", "O", "S", "S", "H", "H", "H"],
  "xyz": [[-1.43538, 0.66374, 0.80683], [0.80885, -0.14074, -0.93500], [-1.98304, -0.39579, 0.68737], [1.62986, -1.45738, 1.32528], [0.05454, 1.31706, -0.05186], [1.14104, -1.69785, 0.00199], [-1.91904, 1.56688, 1.19327], [0.09317, -0.42720, -1.70966], [1.61000, 0.57127, -1.31823]]
}


Copy entry 6 word for word.
{
  "formula": "C2H3NP2",
  "method": "ωB97M-V with the def2-TZVPD basis set",
  "lumo_ha": -0.050,
  "total_energy_ev": -22187.523,
  "e_above_lowest_kj_mol": 129.3,
  "largest_force_ev_per_a": 6.4,
  "multiplicity": 1,
  "species": ["C", "C", "N", "P", "P", "H", "H", "H"],
  "xyz": [[1.86779, 0.02363, -0.19517], [0.35116, -0.70855, 0.17528], [2.77789, 0.60945, -0.52392], [-2.12170, 0.56516, -0.72872], [-0.72383, 0.67066, 0.78144], [-0.13429, -1.45755, -0.42831], [0.87912, -1.21693, 1.05079], [-2.89615, 1.51414, -0.13139]]
}